Record 1
C19H24FN4OS4SiTc | ωB97M-V with the def2-TZVPD basis set

The geometry in XYZ format:
```
55
Properties=species:S:1:pos:R:3:forces:R:3
Tc 0.07632 0.02720 -0.19312 0.4 1.9 -0.8
C -4.03877 3.51548 -0.28380 0.0 -0.2 -0.1
S -4.38506 1.74231 -0.42469 -0.1 0.2 0.0
C -2.81116 1.03669 -0.42711 0.6 -0.3 0.1
S -1.38207 1.87629 0.14005 0.2 -0.2 0.2
N -2.80148 -0.20121 -0.83483 -0.9 0.1 -0.3
N -1.59289 -0.80315 -0.81988 -0.4 -0.9 -0.1
C -1.58557 -2.09281 -1.01747 -0.3 0.7 0.0
C -0.31482 -2.75220 -0.90284 0.6 -0.4 0.1
C -0.14323 -4.12482 -1.05364 -0.3 0.3 -0.1
C 1.10962 -4.67333 -0.86360 0.3 0.1 0.1
C 2.17042 -3.83241 -0.54406 -0.2 -0.2 -0.1
C 1.93542 -2.47783 -0.42067 0.1 0.2 0.0
N 0.72258 -1.93510 -0.57637 0.2 -0.7 0.0
H -4.95830 3.98507 0.05537 0.0 0.0 0.0
H -3.77630 3.90496 -1.26430 0.1 0.1 0.0
H -3.24150 3.69127 0.43180 -0.1 0.1 0.0
H -2.51570 -2.61100 -1.20930 0.0 0.0 0.0
H -0.99900 -4.73395 -1.31046 0.0 0.0 0.0
H 1.26536 -5.73917 -0.95745 0.0 0.0 0.0
H 3.16333 -4.22097 -0.37223 0.0 0.0 -0.1
H 2.74689 -1.79919 -0.18959 -0.1 0.0 0.0
C 1.11695 3.42604 -3.05940 0.0 -0.3 -0.2
Si 0.52017 1.64758 -3.21304 -0.4 0.1 0.0
C -1.35627 1.62030 -3.34043 0.3 0.0 0.1
C 1.08667 0.68201 -4.73625 0.1 0.3 0.2
N 1.10800 0.83830 -1.70883 -0.5 -0.5 0.6
C 2.46798 0.90651 -1.41777 0.4 -0.2 0.3
C 3.49753 1.11745 -2.35135 -0.2 0.0 0.0
C 4.82848 1.12516 -1.97328 0.1 0.0 0.0
C 5.20868 0.92282 -0.65335 0.0 0.0 0.0
C 4.22690 0.73887 0.30725 -0.1 0.0 0.2
C 2.92126 0.74374 -0.10749 0.1 0.1 -0.4
F 1.91294 0.55068 0.84294 0.2 0.0 0.2
H 0.67640 4.06032 -3.83076 0.0 0.0 0.0
H 2.20063 3.52162 -3.12650 0.0 0.0 0.0
H 0.81463 3.81882 -2.08663 -0.1 0.0 0.0
H -1.61835 1.83880 -4.37833 0.0 0.0 0.0
H -1.81773 2.38381 -2.71691 0.0 0.0 0.1
H -1.78767 0.64913 -3.09612 0.0 0.0 0.0
H 0.47714 0.99982 -5.58451 0.0 0.0 0.0
H 0.92355 -0.38847 -4.59577 0.0 0.0 0.0
H 2.12944 0.82850 -5.01654 0.0 0.0 0.0
H 3.23974 1.26421 -3.38873 0.1 0.0 0.0
H 5.58386 1.29077 -2.72991 0.0 0.0 0.0
H 6.25140 0.91024 -0.37109 0.0 0.0 0.0
H 4.45927 0.59987 1.35515 0.0 0.0 0.0
C 0.88680 4.72705 4.50555 0.0 0.2 0.1
O 1.21621 3.96794 3.32921 0.0 -0.1 -0.1
C 1.42516 4.61527 2.20903 0.0 0.0 0.2
S 1.35912 6.26100 1.96735 0.0 -0.2 -0.1
S 1.81683 3.82136 0.79328 0.0 0.1 -0.1
H 0.58046 3.99842 5.24832 0.0 0.0 0.0
H 0.07468 5.42256 4.29828 0.0 0.0 0.0
H 1.75948 5.27834 4.85325 0.0 0.0 0.0
```
Forces are in eV/Å.

**<S²>**: 3.773
**Energy above the lowest of the compared OMol25 structures with the same formula, charge and spin**: 42.8 kcal/mol
**2S+1**: 4
**Energy**: -84228.6976 eV
**Kohn-Sham gap (spin up / spin down)**: 6.1 / 6.2 eV
**Total charge**: +1
**Largest force on an atom**: 2.1 eV/A

Record 2
C19H24FO25S2 | ωB97M-V with the def2-TZVPD basis set

The geometry in XYZ format:
```
71
Properties=species:S:1:pos:R:3:forces:R:3
O 5.96990 -4.34269 -0.10835 -0.3 -1.5 -1.9
C 4.88306 -3.87471 -0.43642 1.1 4.7 4.5
O 4.37312 -2.86880 0.18838 -0.4 -2.4 -2.5
O 4.08561 -4.39314 -1.55001 -1.7 -1.4 1.5
S 3.02709 -5.52286 -0.96577 3.0 -1.2 -2.2
O 3.85625 -6.54237 -0.32658 -1.5 1.2 -0.1
O 2.16053 -4.81801 0.34870 -1.8 2.1 0.4
S 0.86528 -3.97147 -0.16269 -2.0 -0.1 -1.8
O 1.07318 -3.31665 -1.43604 1.0 0.1 2.1
O -0.33411 -4.78109 -0.22307 1.7 0.4 1.7
F 0.63848 -2.87470 1.02515 1.0 -1.9 -1.6
C -0.77073 -0.11609 -3.19295 0.6 0.4 -0.5
C -2.06051 -0.63046 -3.75938 -0.3 0.0 -0.5
O -2.46085 -1.60314 -2.79846 0.2 0.2 0.4
C -1.86373 -1.27468 -1.61954 0.1 -0.3 0.3
O -2.12116 -1.78229 -0.57364 -0.1 0.3 -0.1
O -0.93877 -0.29136 -1.79145 -0.5 -0.3 0.1
H -0.60135 0.93215 -3.43201 0.0 0.0 0.2
H 0.09232 -0.70187 -3.52067 -0.1 -0.1 0.1
H -2.82987 0.14427 -3.82083 0.0 0.0 0.1
H -1.93458 -1.08164 -4.74307 -0.1 -0.2 0.1
C -2.95338 2.77464 -0.84036 -0.7 -0.4 0.2
C -2.22780 3.84798 -0.08335 -0.3 0.4 0.5
O -0.87952 3.67227 -0.50500 0.0 -0.3 -0.5
C -0.90639 3.05199 -1.71057 0.5 -0.1 -0.3
O 0.05250 2.90678 -2.41431 -0.6 0.1 0.3
O -2.16233 2.61843 -2.01538 0.7 0.4 0.0
H -3.97289 3.06133 -1.09489 0.1 -0.1 -0.1
H -2.97604 1.82401 -0.30481 0.1 0.1 0.0
H -2.55810 4.85263 -0.35967 0.0 0.0 0.0
H -2.31648 3.73193 0.99601 0.2 0.0 -0.1
C 2.53392 1.43831 -3.96086 -0.4 0.4 -0.1
C 3.18009 1.14413 -2.63617 -0.2 0.1 0.6
O 4.09759 0.10156 -2.95685 0.0 0.2 -0.6
C 4.37875 0.20083 -4.28103 0.4 -0.4 0.1
O 5.23462 -0.41106 -4.83663 -0.2 0.2 0.0
O 3.55301 1.09488 -4.89471 0.2 -0.2 0.2
H 2.24905 2.48415 -4.06458 0.1 -0.1 -0.1
H 1.65910 0.81275 -4.14789 0.1 0.0 0.0
H 3.73809 1.99805 -2.24334 0.0 0.0 -0.1
H 2.46337 0.81500 -1.88472 0.2 -0.2 0.0
C -5.37628 0.19267 3.26416 -0.1 -0.5 0.4
C -4.36756 0.21417 2.15166 0.5 -0.6 -0.1
O -4.77450 1.34682 1.38051 -0.3 0.3 0.4
C -5.47063 2.16774 2.20575 -0.1 0.1 0.0
O -5.80724 3.27739 1.92077 0.1 -0.2 0.0
O -5.73367 1.56879 3.39360 0.1 0.3 -0.5
H -4.96323 -0.19133 4.19567 -0.1 0.2 0.0
H -6.27029 -0.38152 3.00914 0.0 0.1 0.0
H -3.34892 0.37843 2.51071 -0.1 0.0 0.0
H -4.38707 -0.69396 1.55062 0.0 0.2 -0.2
C -7.06728 6.76200 3.40559 -0.6 -0.2 0.1
C -5.94742 6.30777 2.51349 0.1 -0.5 -0.3
O -5.06897 7.43221 2.50857 -0.2 0.3 0.4
C -5.30984 8.13823 3.64555 0.3 0.3 0.1
O -4.63705 9.03963 4.03217 -0.2 -0.2 -0.1
O -6.42059 7.67838 4.28488 0.3 0.1 -0.2
H -7.51740 5.94062 3.96170 0.1 0.1 0.1
H -7.85162 7.29169 2.85815 0.1 0.0 0.0
H -5.41567 5.44521 2.91669 -0.1 0.1 0.0
H -6.28508 6.07426 1.50502 0.2 0.1 0.0
C 9.24093 -6.07582 1.74609 0.4 0.3 -0.3
C 7.97396 -6.61622 1.14951 -0.5 0.4 -0.6
O 7.58510 -7.62133 2.09013 0.5 0.0 0.6
C 8.15123 -7.30096 3.27941 -0.3 -0.2 0.1
O 7.89650 -7.83785 4.31384 0.1 0.1 -0.1
O 9.04897 -6.28666 3.14317 -0.3 -0.3 0.1
H 9.38648 -5.01870 1.52770 -0.1 0.0 0.2
H 10.12779 -6.63047 1.42450 0.0 0.0 0.1
H 7.18509 -5.86282 1.08782 0.0 0.0 -0.1
H 8.12791 -7.04734 0.16130 -0.1 -0.1 0.1
```
Forces are in eV/Å.

**Energy**: -95668.6616 eV
**Kohn-Sham gap**: 6.6 eV
**Total charge**: -1
**Largest force on an atom**: 6.6 eV/A

Record 3
C19H24N2O3S2 | ωB97M-V with the def2-TZVPD basis set

The geometry in XYZ format:
```
50
Properties=species:S:1:pos:R:3:forces:R:3
O -3.35104 -0.47650 0.02710 -0.4 -0.3 0.0
C -2.27676 0.08521 0.00195 0.6 0.0 0.0
N -2.15519 1.43265 0.01502 0.0 0.5 0.0
C -3.29726 2.32330 -0.02974 -0.1 -0.1 0.1
C -3.35167 3.07674 -1.33288 0.0 0.1 0.1
C -3.31034 4.46311 -1.36687 0.0 -0.1 0.1
C -3.34380 5.13592 -2.57668 0.0 0.1 -0.1
C -3.40999 4.42704 -3.76332 0.0 0.1 0.0
C -3.44752 3.04229 -3.73725 0.0 -0.1 0.0
C -3.41961 2.37127 -2.52891 0.0 0.0 0.0
C -0.94189 -0.65097 0.01672 -0.4 -0.3 0.1
C -1.08682 -2.03255 -0.61888 0.2 0.2 -0.2
C 0.22349 -2.80821 -0.53811 -0.3 -0.1 0.3
C 0.68798 -2.95119 0.91167 0.4 0.0 -0.2
C 2.00241 -3.74033 1.00048 -0.7 0.0 0.5
N 3.07287 -3.10625 0.26003 0.9 0.0 0.2
S 4.49000 -2.72196 1.03323 -0.2 0.2 -0.1
O 5.54173 -2.84911 0.07033 -0.2 0.1 -0.2
O 4.58528 -3.39467 2.29429 -0.2 0.2 0.0
C 4.25079 -1.00215 1.37216 0.2 -0.3 -0.3
C 4.14182 -0.39613 2.58400 0.1 -0.4 -0.1
C 3.91572 0.99309 2.46941 0.0 0.1 -0.1
C 3.85617 1.40104 1.17382 0.0 -0.3 -0.2
S 4.08414 0.10089 0.06792 0.0 0.3 0.3
C 0.83111 -1.56672 1.54122 -0.3 -0.2 0.1
C -0.48400 -0.79763 1.47253 0.3 0.1 -0.1
H -1.24353 1.85284 -0.07022 0.0 -0.2 0.0
H -3.25354 3.01909 0.81465 -0.1 -0.1 -0.1
H -4.17863 1.68369 0.07874 0.1 0.1 0.1
H -3.25822 5.02048 -0.44203 0.0 0.0 0.1
H -3.31573 6.21560 -2.59189 0.0 0.1 0.0
H -3.43410 4.95189 -4.70679 0.0 0.0 -0.1
H -3.50242 2.48560 -4.66113 0.0 0.0 -0.1
H -3.45581 1.29182 -2.50185 0.0 -0.1 0.0
H -0.19573 -0.06982 -0.53667 0.0 0.0 0.0
H -1.87972 -2.57185 -0.09846 0.0 0.0 0.0
H -1.39205 -1.92427 -1.66155 -0.1 0.0 0.0
H 0.09116 -3.79642 -0.98316 0.0 -0.1 -0.1
H 0.99384 -2.28126 -1.10530 0.1 0.0 -0.1
H -0.06674 -3.51479 1.47044 0.0 0.0 0.0
H 2.33851 -3.79133 2.03905 -0.2 -0.2 0.0
H 1.84222 -4.76277 0.64362 0.1 0.1 0.0
H 3.24023 -3.45527 -0.66766 0.2 0.0 -0.2
H 4.22529 -0.93752 3.50766 0.0 -0.1 0.2
H 3.80405 1.65152 3.31142 0.0 0.1 0.1
H 3.69864 2.39353 0.80069 0.0 0.2 -0.1
H 1.60043 -1.01220 1.00212 0.1 0.1 0.0
H 1.15095 -1.66274 2.58073 0.1 0.0 0.0
H -1.25525 -1.33218 2.03066 -0.1 0.0 0.0
H -0.36144 0.18816 1.92769 -0.1 0.0 0.0
```
Forces are in eV/Å.

**Energy above the lowest of the compared OMol25 structures with the same formula, charge and spin**: 18.3 kcal/mol
**SMILES string**: O=C(NCc1ccccc1)[C@H]1CC[C@H](CNS(=O)(=O)c2cccs2)CC1
**Energy**: -50886.2857 eV
**Kohn-Sham gap**: 9.5 eV
**Largest force on an atom**: 0.9 eV/A

Record 4
C19H24N2O4S | ωB97M-V with the def2-TZVPD basis set

The geometry in XYZ format:
```
50
Properties=species:S:1:pos:R:3:forces:R:3
C 0.87032 2.82568 -1.18567 -0.3 -0.2 0.1
C -0.55988 2.79135 -0.66674 0.2 0.5 -0.2
O -1.03750 1.44924 -0.57167 0.0 -0.1 0.4
C -1.52065 0.89462 -1.67946 -0.3 -0.1 -0.3
O -1.67457 1.48258 -2.71906 0.0 0.1 0.0
C -1.80160 -0.60312 -1.50179 0.0 0.2 0.0
C -2.84377 -1.03092 -2.54459 0.1 -0.1 0.0
C -3.26961 -2.49071 -2.43879 0.0 0.2 0.0
C -2.19829 -0.93829 -0.05687 -0.1 0.1 0.1
C -3.47478 -0.23880 0.40243 0.2 -0.2 0.0
C -3.93644 -0.76466 1.73683 0.0 -0.1 0.0
O -3.72331 -1.86083 2.17796 0.1 -0.2 0.0
O -4.66398 0.14577 2.40103 -0.3 0.6 0.2
C -0.43427 -1.18705 -1.77552 0.1 -0.6 -0.7
C -0.02343 -1.88645 -2.86282 0.1 0.0 0.2
S 1.66262 -2.26725 -2.75334 -0.2 0.4 0.5
C 1.68567 -1.40134 -1.20417 -0.2 -0.6 -1.1
N 2.85387 -1.29850 -0.53653 0.6 -0.3 -0.1
C 3.11788 -0.57609 0.62544 0.0 0.2 0.3
C 4.42257 -0.58049 1.11544 -0.1 0.0 0.0
C 4.74013 0.12473 2.25853 -0.1 0.0 0.0
C 3.77351 0.85264 2.94271 -0.1 0.0 0.0
C 4.13099 1.63400 4.17038 0.0 0.1 -0.1
C 2.47676 0.85025 2.44493 0.3 0.0 0.1
C 2.14122 0.14676 1.30359 -0.1 0.0 -0.1
N 0.54345 -0.92592 -0.86007 0.3 0.2 0.7
H 0.90403 2.43072 -2.19828 0.0 0.0 -0.1
H 1.51449 2.22238 -0.54995 0.1 0.0 0.0
H 1.23230 3.84985 -1.19473 0.1 0.1 0.0
H -0.61929 3.18753 0.34914 0.0 0.0 -0.1
H -1.22082 3.35867 -1.33071 0.1 -0.1 0.2
H -3.71978 -0.38720 -2.44407 0.0 0.1 -0.1
H -2.42974 -0.83178 -3.53391 -0.1 0.1 0.0
H -3.88111 -2.75717 -3.29790 -0.1 -0.1 0.0
H -2.40499 -3.14872 -2.41535 0.0 -0.1 0.0
H -3.85674 -2.66714 -1.54146 -0.1 -0.1 0.1
H -1.37607 -0.65114 0.59776 -0.1 -0.1 0.0
H -2.32987 -2.01673 0.03542 0.1 0.0 0.0
H -4.29120 -0.42521 -0.30001 -0.1 0.1 0.0
H -3.33943 0.83975 0.47915 -0.1 0.0 -0.1
H -4.97328 -0.21826 3.24568 0.2 -0.2 -0.2
H -0.57261 -2.20999 -3.72096 -0.2 0.0 -0.2
H 3.64559 -1.76627 -0.95420 -0.2 0.1 0.1
H 5.18779 -1.14114 0.59635 0.1 -0.1 -0.1
H 5.75607 0.10937 2.62605 0.1 0.0 0.0
H 4.52643 2.61129 3.89061 0.0 0.1 0.1
H 4.89406 1.11798 4.74893 0.0 0.0 0.1
H 3.25749 1.79040 4.79856 0.0 0.0 0.1
H 1.70870 1.40775 2.96144 -0.1 0.0 0.1
H 1.13110 0.14785 0.93027 0.0 0.0 0.0
```
Forces are in eV/Å.

**Energy above the lowest of the compared OMol25 structures with the same formula, charge and spin**: 0.0 kcal/mol
**SMILES string**: CCOC(=O)[C@](CC)(CCC(=O)O)c1csc(Nc2ccc(C)cc2)n1
**Energy**: -42099.5449 eV
**Kohn-Sham gap**: 8.2 eV
**Largest force on an atom**: 1.3 eV/A

- Which of these has the highest energy?
  C19H24N2O4S

- What is the formula in the third record?
  C19H24N2O3S2

- Which formula does entry 1 have?
  C19H24FN4OS4SiTc

- Which of these has the lowest energy?
  C19H24FO25S2